Entry 1:
Formula: C20H12BrN5O5
Source: OMol25
Level of theory: ωB97M-V with the def2-TZVPD basis set

Summary:
lowest unoccupied orbital energy = -1.23 eV
DFT total energy = -108658.0526 eV
gap between HOMO and LUMO = 7.1 eV
structure (SMILES) = O=C(/N=C1\N=C2C=CC(Br)=CN2Cc2ccccc21)c1ccc([N+](=O)[O-])cc1[N+](=O)[O-]
maximum force = 4.643 eV/A
multiplicity = 1
HOMO level = -8.4 eV

Geometry as XYZ:
```
43
Properties=species:S:1:pos:R:3:lowdin_charge:R:1
O -2.57174 0.33954 0.77870 0.055
C -1.44134 0.24181 1.29055 -0.420
N -0.60344 -0.67739 0.73581 0.151
C -0.14805 -0.43497 -0.48199 -0.270
N -0.41072 0.74099 -1.15395 0.141
C -0.62765 0.67196 -2.48587 -0.251
C -1.91371 0.95555 -3.00728 0.050
C -2.06175 0.94906 -4.37649 -0.085
C -0.99777 0.59061 -5.20861 -0.635
Br -1.20814 0.37546 -7.10911 0.730
C 0.27021 0.40417 -4.65363 -0.064
N 0.43570 0.43704 -3.31055 0.019
C 1.73746 0.11136 -2.74156 -0.060
C 1.68372 -1.24305 -2.08959 -0.144
C 2.54920 -2.25873 -2.53750 -0.031
C 2.48596 -3.53137 -1.98976 -0.083
C 1.58105 -3.78474 -0.97327 -0.076
C 0.72318 -2.78286 -0.50826 -0.003
C 0.77720 -1.47994 -1.05505 -0.081
C -1.19008 0.80865 2.65151 -0.019
C -2.30054 1.20059 3.42489 0.019
C -2.12278 1.70914 4.71076 0.041
C -0.81946 1.78290 5.29819 -0.131
N -0.65066 2.22419 6.63891 -0.327
O -1.53895 2.85928 7.23125 0.077
O 0.45604 1.97384 7.15519 0.067
C 0.26013 1.44270 4.48155 0.090
C 0.12568 0.98039 3.17184 -0.109
N 1.27845 0.62755 2.47431 -0.342
O 1.53572 1.28033 1.44652 0.092
O 1.95073 -0.30506 2.92068 0.112
H -2.75587 1.11371 -2.34302 0.131
H -3.01285 1.18125 -4.86412 0.116
H 1.12603 0.14282 -5.30660 0.138
H 2.42157 0.11230 -3.57619 0.116
H 2.13130 0.84833 -2.02499 0.153
H 3.23188 -2.08851 -3.34895 0.104
H 3.10963 -4.36057 -2.32700 0.109
H 1.54697 -4.76883 -0.47942 0.112
H 0.01687 -2.98937 0.30376 0.117
H -3.30246 1.12596 3.05274 0.119
H -3.02811 1.99433 5.27177 0.129
H 1.27138 1.47956 4.91386 0.144
```

Entry 2:
Formula: C20H12Cl5O2PPdS4
Source: OMol25
Level of theory: ωB97M-V with the def2-TZVPD basis set

Summary:
lowest unoccupied orbital energy (alpha / beta) = -0.08 / -2.13 eV
DFT total energy = -143751.4860 eV
gap between HOMO and LUMO (alpha / beta) = 7.8 / 7.0 eV
maximum force = 0.706 eV/A
multiplicity = 5
HOMO level (alpha / beta) = -7.9 / -9.1 eV

Geometry as XYZ:
```
45
Properties=species:S:1:pos:R:3:lowdin_charge:R:1
Pd -0.62937 0.99365 -1.32846 0.346
S -2.59239 3.80909 -1.91701 0.358
S -4.05706 4.32342 -0.75521 0.194
S -2.89973 0.30107 -1.84957 0.059
S -1.71226 0.43087 -3.39754 0.074
Cl -2.15438 2.65838 1.22061 0.671
C -0.96513 3.59490 0.40135 -0.721
C -1.06810 3.82422 -0.97556 -0.661
C 0.05704 4.31382 -1.65223 -0.716
Cl 0.01111 4.44070 -3.37239 0.700
C 1.20421 4.68696 -0.96763 -0.708
Cl 2.56600 5.27903 -1.82176 0.719
C 1.24339 4.56691 0.42024 -0.701
Cl 2.64083 5.04536 1.27698 0.735
C 0.17075 3.99105 1.09736 -0.705
Cl 0.28931 3.69457 2.78298 0.716
O 3.20620 1.43878 0.39379 0.052
C 2.20204 0.99845 -0.12966 -0.709
O 1.16623 1.70050 -0.45774 -0.189
C 2.10791 -0.51000 -0.43601 -0.225
P 0.36138 -0.99608 -0.45066 0.998
C 0.26258 -2.70703 -1.02896 -0.354
C -0.10522 -2.95551 -2.34813 -0.094
C -0.14686 -4.25818 -2.82491 -0.074
C 0.17283 -5.31319 -1.98385 -0.077
C 0.53518 -5.07008 -0.66478 -0.074
C 0.57980 -3.77124 -0.18528 -0.080
C -0.18111 -1.02209 1.27426 -0.362
C 0.55892 -0.42766 2.29281 -0.068
C 0.03867 -0.36552 3.57897 -0.071
C -1.21341 -0.89238 3.85286 -0.078
C -1.95589 -1.48573 2.83861 -0.077
C -1.44583 -1.54444 1.55352 -0.103
H 2.72249 -1.08949 0.25211 0.101
H 2.48755 -0.67030 -1.44852 0.103
H -0.36455 -2.12849 -2.99823 0.060
H -0.43506 -4.44821 -3.85035 0.107
H 0.13611 -6.32949 -2.35389 0.106
H 0.78234 -5.89459 -0.00896 0.106
H 0.85279 -3.58221 0.84598 0.112
H 1.53384 0.00037 2.09527 0.104
H 0.61670 0.10202 4.36518 0.109
H -1.61526 -0.83882 4.85628 0.105
H -2.93492 -1.89618 3.04885 0.106
H -2.02964 -1.99723 0.75932 0.106
```

Entry 3:
Formula: C20H12CrN4O10
Source: OMol25
Level of theory: ωB97M-V with the def2-TZVPD basis set

Summary:
charge = -1
lowest unoccupied orbital energy (alpha / beta) = 1.44 / 1.37 eV
DFT total energy = -75794.2296 eV
gap between HOMO and LUMO (alpha / beta) = 5.8 / 5.8 eV
maximum force = 0.967 eV/A
multiplicity = 4
HOMO level (alpha / beta) = -4.3 / -4.5 eV

Geometry as XYZ:
```
47
Properties=species:S:1:pos:R:3:lowdin_charge:R:1
Cr -0.48573 -0.60263 -0.43520 0.944
O 3.06548 0.29402 4.94595 0.116
C 2.62152 0.32872 3.82774 -0.274
C 3.42062 0.48083 2.55087 -0.292
O 4.59693 0.75681 2.47931 0.097
C 2.47575 0.26638 1.41999 -0.330
C 1.17505 0.03873 1.97255 -0.234
O 0.04037 -0.19928 1.32439 -0.162
C 1.17002 0.21130 3.41722 -0.322
O 0.21042 0.26033 4.16599 0.072
O 2.80665 0.30606 0.20333 -0.049
N 0.57845 1.09492 -1.13474 0.062
C -0.08967 2.30689 -0.79185 -0.191
C 0.48955 3.54195 -0.77175 0.012
C -0.28644 4.68365 -0.46658 -0.064
C -1.62230 4.57771 -0.20441 -0.032
C -2.23873 3.30430 -0.17686 -0.141
C -3.59974 3.08291 0.13398 0.002
C -4.07585 1.80746 0.20733 -0.022
C -3.19372 0.72654 0.00635 -0.052
N -1.93328 0.90452 -0.29662 0.058
C -1.45091 2.17115 -0.43241 -0.131
H 0.47052 0.89510 -2.12792 0.121
H 1.57006 1.02108 -0.85994 0.082
H 1.54171 3.64468 -1.00693 0.125
H 0.19182 5.65500 -0.45586 0.105
H -2.21909 5.45665 0.00768 0.112
H -4.24743 3.93261 0.31901 0.119
H -5.10959 1.60211 0.44743 0.109
H -3.51428 -0.30286 0.11679 0.124
O -0.40629 -2.07868 -4.18561 0.069
C -0.29483 -1.80936 -3.00539 -0.566
O -0.87338 -0.83902 -2.37274 -0.123
C 0.63872 -2.62499 -2.12721 -0.152
C 1.28491 -3.75683 -2.58138 0.014
C 2.10664 -4.43984 -1.69891 -0.041
C 2.25936 -3.96690 -0.40561 -0.023
C 1.58246 -2.82231 -0.02514 -0.070
N 0.78876 -2.17604 -0.87686 0.051
H 1.12771 -4.06549 -3.60493 0.121
H 2.62536 -5.33590 -2.01690 0.108
H 2.89181 -4.47206 0.31070 0.112
H 1.66634 -2.40638 0.96733 0.122
O -0.92471 -3.10415 1.50627 0.046
N -1.92554 -2.90882 0.82688 -0.505
O -2.97771 -3.52060 0.95401 0.036
O -1.92777 -1.92023 -0.04938 -0.163
```

Entry 4:
Formula: C20H12NO2PdS2
Source: OMol25
Level of theory: ωB97M-V with the def2-TZVPD basis set

Summary:
charge = -1
lowest unoccupied orbital energy = 2.30 eV
DFT total energy = -51673.8035 eV
gap between HOMO and LUMO = 6.3 eV
maximum force = 0.718 eV/A
multiplicity = 1
HOMO level = -4.0 eV

Geometry as XYZ:
```
38
Properties=species:S:1:pos:R:3:lowdin_charge:R:1
Pd 0.10143 0.17512 0.42421 0.769
S 0.40502 4.29090 -1.28959 1.102
C -1.06409 3.62031 -1.93093 -0.465
C -1.98888 4.20911 -2.78989 -0.103
C -3.08489 3.46148 -3.16988 -0.102
C -3.25926 2.15266 -2.70308 -0.079
C -2.34593 1.56795 -1.85027 -0.037
C -1.23580 2.31510 -1.46465 -0.278
N -0.21161 1.89461 -0.61948 -0.055
C 0.70809 2.80234 -0.46467 -0.521
C 1.87748 2.45695 0.33419 -0.262
C 2.93975 3.31750 0.60206 -0.073
C 3.98790 2.85883 1.37722 -0.111
C 3.94539 1.55606 1.88212 -0.097
C 2.88108 0.71175 1.61235 -0.092
C 1.81965 1.13712 0.80807 -0.171
H -1.85186 5.22072 -3.14894 0.102
H -3.81689 3.89334 -3.84034 0.096
H -4.13136 1.59026 -3.00978 0.102
H -2.47349 0.56365 -1.47082 0.036
H 2.94674 4.33208 0.21596 0.093
H 4.82921 3.50440 1.59471 0.090
H 4.76799 1.20183 2.49410 0.094
H 2.86208 -0.29561 2.01083 0.093
O 0.65144 -3.37660 2.40100 0.016
C 0.21965 -2.25494 2.15793 -0.610
O 0.76642 -1.48937 1.27092 -0.207
C -0.93836 -1.74268 2.99449 -0.162
C -0.93022 -2.16435 4.32449 -0.049
C -1.91361 -1.78827 5.22125 -0.114
C -2.95377 -0.98315 4.77070 -0.121
C -2.98644 -0.57227 3.45245 -0.157
C -1.98778 -0.93104 2.53300 -0.630
S -2.20332 -0.35492 0.88108 0.541
H -0.12300 -2.81741 4.62936 0.108
H -1.87495 -2.12150 6.25114 0.086
H -3.74100 -0.67239 5.44871 0.089
H -3.79842 0.05102 3.09798 0.080
```

Entry 5:
Formula: C20H13BrF6N2O2Pb
Source: OMol25
Level of theory: ωB97M-V with the def2-TZVPD basis set

Summary:
charge = +2
lowest unoccupied orbital energy (alpha / beta) = -10.29 / -10.29 eV
DFT total energy = -119605.6461 eV
gap between HOMO and LUMO (alpha / beta) = 4.3 / 4.3 eV
maximum force = 0.732 eV/A
multiplicity = 1
HOMO level (alpha / beta) = -14.6 / -14.6 eV

Geometry as XYZ:
```
45
Properties=species:S:1:pos:R:3:lowdin_charge:R:1
Pb -0.62865 -1.06432 -1.01455 1.548
Br -1.54047 1.29902 6.66509 1.092
C -1.66433 0.71041 4.96247 -0.618
C -2.99659 0.51725 4.41293 -0.053
C -3.12274 0.10844 3.14960 0.085
C -1.92431 -0.09983 2.29744 -0.258
O -2.06421 -0.30237 1.11075 -0.008
C -0.55488 -0.00046 2.93345 -0.023
C 0.68391 -0.34720 2.30911 -0.040
N 0.88165 -0.83297 1.12033 0.091
C 2.17929 -1.08989 0.73457 -0.201
C 3.28708 -0.45239 1.29130 0.035
C 4.58611 -0.84561 0.97850 -0.009
C 4.79004 -1.89039 0.11503 0.053
C 3.70813 -2.51727 -0.53710 -0.130
C 3.89702 -3.54515 -1.49144 0.047
C 2.81611 -4.06145 -2.14628 0.005
C 1.54968 -3.52632 -1.86588 -0.091
N 1.33842 -2.58524 -0.96797 -0.019
C 2.39300 -2.08245 -0.28036 -0.168
C -0.49720 0.43875 4.24110 -0.049
H -3.85294 0.71467 5.04081 0.128
H -4.08143 -0.03966 2.67172 0.149
H 1.54243 -0.23208 2.96839 0.133
H 3.13982 0.40682 1.93123 0.130
H 5.42933 -0.32949 1.41187 0.131
H 5.79571 -2.22029 -0.10490 0.140
H 4.89571 -3.90388 -1.70006 0.140
H 2.91646 -4.83554 -2.89185 0.129
H 0.68175 -3.87318 -2.41368 0.130
H 0.45786 0.56312 4.73149 0.128
C 0.13457 1.74023 -3.19803 0.031
C 1.25860 1.01721 -2.45819 -0.446
O 0.84007 0.36741 -1.30887 -0.386
C 1.85756 -0.07280 -3.36793 -0.560
F 0.87080 -0.97433 -3.62984 0.090
F 2.82579 -0.76926 -2.76212 0.171
F 2.31884 0.37871 -4.51793 0.214
C 2.32254 2.03239 -2.01260 -0.585
F 3.29498 1.44132 -1.30921 0.165
F 1.75989 2.94187 -1.21109 0.171
F 2.87868 2.66078 -3.03614 0.200
H -0.62025 1.02582 -3.52284 0.090
H 0.49931 2.26446 -4.07924 0.113
H -0.32302 2.46425 -2.52722 0.106
```

Entry 6:
Formula: C20H13BrI2MgN3O4
Source: OMol25
Level of theory: ωB97M-V with the def2-TZVPD basis set

Summary:
charge = -1
lowest unoccupied orbital energy = -0.52 eV
DFT total energy = -125305.3894 eV
gap between HOMO and LUMO = 3.6 eV
maximum force = 4.289 eV/A
multiplicity = 1
HOMO level = -4.1 eV

Geometry as XYZ:
```
44
Properties=species:S:1:pos:R:3:lowdin_charge:R:1
Mg 0.61254 -0.15039 0.34846 0.774
O 0.37131 1.03363 1.85325 -0.138
C -0.49265 1.93415 2.29037 -0.330
C -0.34912 2.48850 3.58465 -0.049
C -1.25936 3.29826 4.10625 -0.121
C -2.50188 3.57900 3.44429 -0.132
C -2.70336 3.07448 2.20418 -0.074
C -1.65773 2.29922 1.59901 -0.169
C -1.80640 1.95507 0.23853 -0.055
N -0.90991 1.24686 -0.47809 -0.077
N -1.07573 1.17343 -1.79227 0.015
C -0.35148 0.15109 -2.35901 -0.403
O 0.52711 -0.54770 -1.70250 -0.105
C -0.57786 -0.18116 -3.76515 -0.169
C -1.62000 0.40492 -4.50234 -0.026
C -1.83446 0.09997 -5.84760 -0.090
C -0.95762 -0.75078 -6.49589 -0.137
C 0.04358 -1.32682 -5.81219 -0.101
C 0.15920 -1.11204 -4.43069 -0.025
H 0.56906 2.21464 4.03635 0.104
H -0.98063 3.81522 5.04022 0.101
H -3.06578 4.52657 3.72890 0.109
H -3.56794 3.36569 1.60718 0.078
H -2.67010 2.26078 -0.34783 0.082
H -2.20517 1.20624 -4.01531 0.109
H -2.72835 0.47309 -6.30574 0.088
H -1.13512 -1.02882 -7.52062 0.095
H 0.66253 -1.98209 -6.40580 0.098
H 0.92570 -1.67822 -3.88727 0.121
Br 2.96590 -5.26099 5.38649 0.719
C 3.49992 -4.00128 4.08318 -0.670
C 4.84161 -3.62235 3.90031 -0.188
N 5.29578 -2.99386 2.80682 0.060
C 4.36479 -2.43893 2.06105 -0.078
C 2.92740 -2.68961 2.13042 -0.043
C 2.53232 -3.56100 3.16476 -0.052
C 1.99242 -1.81527 1.27485 -0.572
O 2.56954 -0.91785 0.61900 -0.020
O 0.71036 -1.93532 1.28903 -0.043
H 5.60271 -3.88330 4.61698 0.093
H 4.67174 -1.84058 1.18298 0.123
H 1.57734 -3.90877 3.39472 0.080
I -5.97826 3.16389 -0.91655 0.033
I -6.99393 3.86242 -3.40739 -0.015
```